Record 1
Density functional theory data (wB97M-V/def2-TZVPD) for 8 unconnected molecules or ions with the total composition C19H54O8.

XYZ file:
```
81
Properties=species:S:1:pos:R:3:lowdin_charge:R:1
C 7.114 -1.455 -2.149 -0.0701
C 5.788 -0.809 -2.529 -0.4239
C 5.838 0.485 -3.449 -0.0522
O 4.955 -1.853 -3.146 -0.0781
H 6.903 -2.289 -1.480 0.0779
H 7.770 -0.870 -1.504 0.0707
H 7.734 -1.625 -3.029 0.0792
H 5.279 -0.474 -1.626 0.1200
H 4.841 0.672 -3.846 0.0665
H 6.578 0.508 -4.249 0.0711
H 5.903 1.418 -2.889 0.0658
H 4.796 -1.727 -4.085 0.0732
C -8.920 -5.305 -1.796 -0.0713
C -7.651 -4.795 -1.133 -0.4743
C -6.438 -5.741 -1.365 -0.0460
O -7.282 -3.531 -1.720 -0.0742
H -8.727 -5.388 -2.865 0.0836
H -9.734 -4.606 -1.603 0.0780
H -9.171 -6.276 -1.367 0.0830
H -7.884 -4.548 -0.097 0.1272
H -5.473 -5.286 -1.141 0.0743
H -6.498 -6.127 -2.382 0.0774
H -6.466 -6.527 -0.610 0.0716
H -8.058 -3.143 -2.130 0.0704
C 4.504 0.258 4.077 -0.0743
C 5.707 -0.657 3.845 -0.4683
C 6.927 0.222 3.461 -0.0639
O 5.978 -1.287 5.086 -0.0617
H 4.762 0.766 5.006 0.0778
H 3.517 -0.168 4.255 0.0717
H 4.268 1.039 3.355 0.0722
H 5.487 -1.355 3.038 0.1331
H 6.551 0.844 2.649 0.0698
H 7.788 -0.379 3.169 0.0787
H 7.171 1.004 4.180 0.0792
H 6.701 -0.915 5.596 0.0857
C -0.224 2.315 -6.983 -0.0695
C -0.207 0.887 -7.512 -0.4971
C 0.888 0.669 -8.539 -0.0583
O 0.222 0.113 -6.413 -0.0736
H -0.505 2.981 -7.798 0.0753
H 0.735 2.715 -6.654 0.0798
H -0.889 2.376 -6.121 0.0767
H -1.222 0.572 -7.756 0.1395
H 1.839 1.183 -8.399 0.0803
H 0.451 1.136 -9.422 0.0788
H 1.144 -0.390 -8.558 0.0812
H -0.539 -0.352 -6.057 0.0868
C -1.930 4.958 7.118 -0.0530
C -1.934 5.119 5.561 -0.4535
C -0.947 4.239 4.672 -0.0289
O -3.192 4.622 5.272 -0.0976
H -1.034 5.451 7.497 0.0683
H -1.959 3.961 7.558 0.0807
H -2.811 5.481 7.490 0.0682
H -2.032 6.149 5.220 0.1291
H -1.224 4.429 3.635 0.0670
H -0.931 3.173 4.900 0.0746
H 0.066 4.601 4.848 0.0655
H -3.860 5.007 5.844 0.0802
C -1.942 -0.577 0.886 -0.0602
C -0.633 -0.555 0.023 -0.3622
O -0.130 -1.817 -0.025 -0.0746
H -2.616 -1.247 0.353 0.0721
H -2.349 0.434 0.891 0.0606
H -1.714 -0.801 1.928 0.0707
H 0.063 0.111 0.533 0.0973
H -0.676 -0.219 -1.013 0.1102
H 0.350 -1.975 -0.841 0.0909
C 0.609 -4.217 4.461 -0.2009
O -0.251 -4.536 3.431 -0.1048
H 1.571 -3.987 4.001 0.0768
H 0.379 -3.277 4.961 0.0665
H 0.659 -4.916 5.296 0.0824
H -0.116 -3.925 2.702 0.0754
C -3.805 4.950 -0.731 -0.2133
O -4.405 5.696 0.240 -0.1007
H -3.571 5.603 -1.572 0.0830
H -2.984 4.316 -0.396 0.0779
H -4.527 4.241 -1.136 0.0704
H -4.379 5.222 1.074 0.0820
```

Results
Energy relative to the best compared isomer or geometry (same formula, charge and spin) = 100.3 kcal per mole
E_HOMO = -9.842 eV
Electronic energy = -36953.9644 eV



Record 2
Density functional theory data (wB97M-V/def2-TZVPD) for 7 unconnected molecules or ions with the total composition C19H55Cl3O24P6.

XYZ file:
```
107
Properties=species:S:1:pos:R:3:lowdin_charge:R:1
C -4.253 -3.636 6.503 -0.1033
O -4.087 -3.121 5.186 -0.2009
P -2.607 -2.747 4.742 0.3559
O -1.538 -3.113 5.665 -0.2134
O -2.454 -3.362 3.302 -0.1855
C -3.297 -2.879 2.272 -0.1159
O -2.711 -1.182 4.438 -0.2289
C -2.768 -0.275 5.562 -0.0745
H -5.244 -4.058 6.672 0.0881
H -4.200 -2.827 7.237 0.0858
H -3.499 -4.381 6.727 0.0842
H -3.215 -1.848 1.936 0.0361
H -4.340 -3.059 2.555 0.0933
H -3.130 -3.519 1.406 0.0932
H -3.619 0.373 5.388 0.0853
H -1.854 0.322 5.547 0.0585
H -2.743 -0.773 6.531 0.0866
C 2.081 3.471 0.720 -0.0636
O 2.447 2.388 -0.167 -0.2510
P 3.624 2.730 -1.195 0.3386
O 3.466 3.931 -1.996 -0.2035
O 3.756 1.351 -1.933 -0.2264
C 4.890 1.047 -2.770 -0.0494
O 4.910 2.783 -0.237 -0.2145
C 5.147 1.686 0.641 -0.0993
H 2.392 3.181 1.729 0.0911
H 1.033 3.697 0.618 0.0759
H 2.729 4.339 0.549 0.0905
H 5.485 1.950 -2.903 0.0955
H 4.519 0.693 -3.735 0.0615
H 5.486 0.235 -2.353 0.0935
H 4.469 0.847 0.440 0.0757
H 4.952 1.947 1.679 0.0894
H 6.147 1.319 0.431 0.0926
C 0.105 1.193 3.689 -0.0793
O -0.279 2.568 3.435 -0.2083
P -1.830 2.811 3.242 0.3631
O -2.642 2.536 4.419 -0.2055
O -2.172 1.951 1.919 -0.2536
C -3.536 1.553 1.776 -0.1229
O -1.756 4.301 2.694 -0.2075
C -2.921 4.874 2.029 -0.0560
H 1.141 1.124 3.382 0.0679
H -0.436 0.452 3.096 0.0457
H -0.101 1.026 4.741 0.0811
H -4.274 1.906 2.504 0.0890
H -3.653 0.466 1.864 0.0706
H -3.908 1.852 0.792 0.0905
H -3.063 5.820 2.557 0.0971
H -3.825 4.264 2.065 0.0803
H -2.734 5.050 0.971 0.0717
C -0.129 -5.025 -0.637 -0.0847
O -0.579 -5.823 0.493 -0.2214
P 0.357 -5.879 1.787 0.3294
O 1.664 -6.504 1.597 -0.2186
O 0.272 -4.396 2.315 -0.2241
C 1.008 -4.128 3.534 -0.0742
O -0.554 -6.695 2.786 -0.1965
C -0.841 -8.030 2.567 -0.1335
H -1.024 -4.515 -0.996 0.0853
H 0.211 -5.719 -1.408 0.0912
H 0.635 -4.300 -0.379 0.0396
H 1.900 -3.555 3.291 0.0675
H 1.258 -5.081 3.999 0.0876
H 0.404 -3.573 4.249 0.0659
H -1.400 -8.481 3.381 0.0874
H 0.043 -8.669 2.446 0.0920
H -1.383 -8.155 1.626 0.0883
C -1.133 5.779 -1.959 -0.0844
O -1.826 4.763 -2.682 -0.2124
P -1.015 3.594 -3.397 0.3339
O -1.764 2.838 -4.397 -0.2176
O 0.312 4.252 -3.920 -0.2058
C 0.389 4.759 -5.256 -0.0679
O -0.472 2.696 -2.208 -0.2033
C -1.269 2.324 -1.106 -0.1161
H -1.776 6.051 -1.126 0.0764
H -0.995 6.701 -2.532 0.0936
H -0.136 5.450 -1.662 0.0899
H -0.594 4.824 -5.734 0.0895
H 0.887 3.997 -5.864 0.0820
H 0.907 5.706 -5.297 0.0909
H -2.174 2.915 -0.925 0.0874
H -0.716 2.301 -0.177 0.0604
H -1.701 1.333 -1.283 0.0803
C 0.655 0.321 -4.073 -0.0693
O 2.021 0.497 -4.505 -0.2087
P 2.590 -0.459 -5.624 0.3174
O 3.918 -0.046 -6.074 -0.2221
O 2.461 -1.916 -5.067 -0.1960
C 3.063 -2.966 -5.827 -0.0832
O 1.474 -0.368 -6.758 -0.2250
C 1.247 0.844 -7.472 -0.0849
H 0.095 1.238 -4.207 0.0544
H 0.729 0.079 -3.022 0.0194
H 0.179 -0.447 -4.679 0.0947
H 3.397 -3.772 -5.181 0.0889
H 3.956 -2.561 -6.307 0.0839
H 2.384 -3.372 -6.572 0.0910
H 1.881 0.873 -8.360 0.0925
H 1.471 1.706 -6.830 0.0779
H 0.206 0.964 -7.774 0.0918
Cl 1.036 -1.637 -1.222 0.5933
C 0.695 -0.540 0.138 -1.4244
Cl 1.724 -1.139 1.474 0.5622
Cl -0.984 -0.785 0.595 0.6202
H 0.948 0.476 -0.142 0.0039
```

Results
Energy relative to the best compared isomer or geometry (same formula, charge and spin) = 2.3 kcal per mole
E_HOMO = -10.269 eV
Electronic energy = -163048.6423 eV



Record 3
Density functional theory data (wB97M-V/def2-TZVPD) for a molecular structure, C19H55O10.

XYZ file:
```
84
Properties=species:S:1:pos:R:3:lowdin_charge:R:1
O 0.766 0.086 0.369 0.2366
H 1.072 -0.184 1.138 -0.0462
H 0.320 0.918 0.415 0.1015
H 0.108 -0.650 0.098 0.1597
C -0.829 -2.431 2.560 -0.2598
C -2.475 -2.517 2.753 -0.1778
O -2.855 -2.665 4.085 -0.0989
O -0.529 -2.209 1.200 -0.1928
H -0.342 -3.213 2.926 0.0527
H -0.354 -1.504 3.126 -0.0507
H -2.967 -3.626 2.483 0.1556
H -3.064 -1.913 2.207 0.0421
H -3.184 -3.620 4.065 0.1173
H -0.404 -3.128 0.898 0.1219
C -0.956 -0.790 -2.900 -0.3143
C -1.817 -1.758 -3.797 -0.1997
O -1.924 -1.142 -5.087 -0.0565
O -0.996 -1.056 -1.527 -0.1231
H -1.343 0.089 -3.041 0.0505
H 0.126 -0.719 -3.287 0.1356
H -2.707 -1.739 -3.342 0.0803
H -1.244 -2.777 -3.630 0.1269
H -2.607 -1.757 -5.587 0.1629
H -2.049 -1.186 -1.391 0.2076
C 0.456 -2.785 -2.665 -0.0557
C 0.886 -4.324 -2.534 -0.3936
C 1.816 -4.571 -1.355 -0.0150
O -0.409 -4.938 -2.448 -0.0503
H 1.368 -2.268 -2.684 0.0901
H -0.074 -2.477 -1.770 0.0718
H -0.215 -2.536 -3.424 -0.0138
H 1.253 -4.386 -3.388 0.0582
H 2.177 -5.501 -1.486 0.0311
H 1.425 -4.403 -0.199 0.1372
H 2.674 -3.996 -1.436 0.0538
H -0.122 -5.823 -2.846 0.1332
C 2.658 5.365 2.294 -0.0500
C 1.527 4.379 2.521 -0.4230
C 1.427 3.192 1.522 -0.0322
O 1.564 3.845 3.899 -0.0749
H 2.530 6.240 2.621 -0.0220
H 2.626 5.744 1.180 0.1331
H 3.601 4.919 2.724 0.1168
H 0.717 5.076 2.466 0.1164
H 0.460 2.620 1.474 -0.0279
H 1.917 2.359 1.901 0.0355
H 1.794 3.536 0.565 0.0854
H 1.358 4.641 4.444 0.1025
C 0.661 3.640 -2.828 -0.0167
C 0.078 2.193 -2.997 -0.3949
C 1.000 0.977 -2.548 0.0127
O -1.076 2.112 -2.206 -0.3097
H 0.145 4.383 -3.319 0.0430
H 1.590 3.499 -3.498 0.1140
H 0.898 3.792 -1.799 0.0543
H -0.405 2.025 -4.018 0.1642
H 0.401 0.222 -2.579 -0.0748
H 1.308 1.003 -1.459 0.1085
H 1.856 1.053 -3.043 0.0578
H -2.120 2.631 -2.540 0.2751
C -2.367 2.355 -0.561 -0.0818
C -2.010 2.120 0.884 -0.4680
C -2.280 0.837 1.493 -0.0439
O -0.648 2.365 0.971 -0.0587
H -3.372 2.893 -0.468 0.1172
H -2.343 1.464 -1.078 0.0455
H -1.662 3.296 -1.002 0.1684
H -2.626 2.886 1.614 0.2031
H -1.895 -0.078 0.887 0.1029
H -3.310 0.614 1.417 0.0898
H -1.844 1.015 2.517 0.1201
H -0.530 3.199 0.895 0.0054
C 1.142 -2.440 1.840 -0.1760
C 1.092 -1.204 2.840 -0.4249
C 2.301 -0.349 2.425 -0.0367
O -0.058 -0.520 2.789 -0.0368
H 0.415 -3.483 1.973 0.1568
H 2.254 -2.885 2.014 0.1326
H 1.030 -2.251 0.708 0.1099
H 1.189 -1.598 3.928 0.2126
H 2.440 0.034 1.391 0.0995
H 3.315 -0.969 2.659 0.1652
H 2.298 0.563 3.041 0.0895
H -0.041 0.212 3.521 0.2367
```

Results
Energy relative to the best compared isomer or geometry (same formula, charge and spin) = 377.2 kcal per mole
Charge = +1
E_HOMO = -11.110 eV
Electronic energy = -41031.2855 eV



> What is the energy relative to the best compared isomer or geometry (same formula, charge and spin) in the first record?

100.3 kcal per mole